(1)
A cluster of 2 separate species, C4H14N4 in total, computed with the ωB97M-V functional and the def2-TZVPD basis.

Last column: Mulliken charge in e.
Cartesian coordinates (Å):
C 1.311 -0.990 -1.403  -0.203
C 1.649 0.400 -1.538  -0.863
H 0.425 -1.071 -0.565  0.131
H 2.079 -1.629 -0.965  0.251
H 0.849 -1.458 -2.276  0.253
H 1.301 0.942 -2.409  0.291
H 2.587 0.752 -1.127  0.290
H 0.541 0.838 -0.430  -0.024
C -0.366 0.763 0.448  0.731
C -0.667 -0.660 0.560  -0.491
N -1.873 -1.130 0.014  -0.530
N 0.296 1.286 1.634  -0.618
N -1.463 1.517 -0.139  -0.614
N -0.227 -1.346 1.704  -0.531
H -1.861 -2.112 -0.231  0.226
H -2.172 -0.549 -0.758  0.285
H 0.790 2.145 1.422  0.254
H -0.352 1.459 2.397  0.197
H -2.206 1.705 0.527  0.200
H 0.606 -0.917 2.086  0.285
H -0.113 -2.342 1.571  0.226
H -1.134 2.397 -0.519  0.255

Calculated values
* E_LUMO: 0.99 eV
* orbital gap: 7.44 eV
* multiplicity: 1
* total energy: -10332.664 eV
* highest occupied orbital energy: -6.4 eV
* ΔE to the lowest compared entry with this formula, charge and spin: 72.4 kcal per mole


(2)
A cluster of 2 separate species, C4H14N4 in total, computed with the ωB97M-V functional and the def2-TZVPD basis.

Last column: Mulliken charge in e.
Cartesian coordinates (Å):
H -0.218 -2.362 -1.521  0.249
N -0.723 -1.480 -1.485  -0.706
C -0.704 -0.910 -0.354  0.599
C 0.005 -1.458 0.871  -1.199
N -1.420 0.281 -0.241  0.237
C -2.860 0.160 -0.204  -0.885
N -0.954 1.300 0.612  -0.844
H -0.715 -2.082 1.402  0.317
H 0.851 -2.080 0.588  0.368
H 0.347 -0.679 1.546  0.315
H -3.295 1.139 -0.384  0.283
H -3.172 -0.530 -0.984  0.376
H -3.209 -0.208 0.772  0.293
H -0.931 1.019 1.597  0.249
H -0.013 1.547 0.301  0.397
C 2.809 0.823 0.066  -0.763
N 1.656 1.129 -0.765  -0.495
H 2.519 0.092 0.819  0.223
H 3.122 1.734 0.574  0.311
H 3.671 0.422 -0.485  0.307
H 1.891 1.837 -1.451  0.202
H 1.344 0.308 -1.273  0.165

Calculated values
* SMILES string: [H]/N=C(\C)N(C)N.CN
* E_LUMO: 0.89 eV
* orbital gap: 9.15 eV
* multiplicity: 1
* total energy: -10333.954 eV
* highest occupied orbital energy: -8.3 eV
* ΔE to the lowest compared entry with this formula, charge and spin: 42.7 kcal per mole


(3)
The molecule C4H14N4 in a non-equilibrium geometry, computed with the ωB97M-V functional and the def2-TZVPD basis.

Last column: Mulliken charge in e.
Cartesian coordinates (Å):
C -0.662 1.992 -0.332  -1.419
C -0.887 0.658 0.370  0.245
N -2.398 0.410 0.506  -0.699
C -0.293 -0.548 -0.374  -0.257
N -0.645 -1.821 0.278  -0.739
C 1.335 -0.398 -0.473  0.123
N 1.894 -1.603 -1.037  -0.774
N 1.999 -0.321 0.808  -0.737
H 0.399 2.258 -0.352  0.341
H -1.186 2.801 0.189  0.417
H -1.024 1.961 -1.364  0.286
H -0.502 0.709 1.393  0.343
H -2.844 0.523 -0.406  0.256
H -2.793 1.140 1.099  0.267
H -0.690 -0.583 -1.395  0.322
H -0.129 -1.870 1.159  0.260
H -1.650 -1.796 0.474  0.335
H 1.608 0.456 -1.101  0.286
H 1.152 -2.312 -0.997  0.367
H 2.569 -1.960 -0.364  0.277
H 3.002 -0.238 0.637  0.282
H 1.743 0.542 1.280  0.221

Calculated values
* SMILES string: C[C@@H](N)[C@H](N)C(N)N
* E_LUMO: 0.92 eV
* orbital gap: 10.04 eV
* multiplicity: 1
* total energy: -10335.307 eV
* highest occupied orbital energy: -9.1 eV
* ΔE to the lowest compared entry with this formula, charge and spin: 11.5 kcal per mole


(4)
A cluster of 2 separate species, C4H14N4 in total in a non-equilibrium geometry, computed with the ωB97M-V functional and the def2-TZVPD basis.

Last column: Mulliken charge in e.
Cartesian coordinates (Å):
H 0.255 2.357 -0.952  0.275
N -0.029 1.550 -1.505  -0.757
C 0.388 0.442 -0.990  1.278
C 0.161 -0.800 -1.830  -1.678
N 1.715 0.431 -0.191  -0.138
N 2.898 0.223 -0.979  -0.815
H -0.905 -0.917 -2.040  0.315
H 0.666 -0.676 -2.791  0.383
H 0.606 -1.681 -1.364  0.393
H 2.124 0.653 0.719  0.206
H 2.850 0.795 -1.828  0.278
H 2.798 -0.757 -1.284  0.248
C -1.614 1.008 1.635  -1.049
N -0.818 -0.050 1.020  -0.070
C -1.344 -1.369 1.356  -1.075
H -2.675 0.917 1.383  0.328
H -1.544 0.955 2.725  0.352
H -1.264 1.991 1.316  0.287
H 0.212 0.084 1.252  0.246
H -0.673 -2.148 0.992  0.324
H -1.470 -1.483 2.436  0.358
H -2.336 -1.525 0.921  0.313

Calculated values
* SMILES string: [H]/N=C(/C)NN.CNC
* E_LUMO: 0.93 eV
* orbital gap: 9.42 eV
* multiplicity: 1
* total energy: -10332.238 eV
* highest occupied orbital energy: -8.5 eV
* ΔE to the lowest compared entry with this formula, charge and spin: 82.2 kcal per mole